(1)
This record from the Open Molecules 2025 dataset describes a cluster of 6 separate species, C50H56N6O13 in total in a non-equilibrium geometry. The level of theory is wB97M-V/def2-TZVPD.

**E_HOMO**: -8.7 eV
**Maximum force**: 1.32 eV/A
**SMILES string**: CCCCN[C@H]1OC(=O)C[C@@]1(CCOCC)Cc1ccc(C)cc1.O=[N+]([O-])c1ccccc1.O=[N+]([O-])c1ccccc1.O=[N+]([O-])c1ccccc1.O=[N+]([O-])c1ccccc1.O=[N+]([O-])c1ccccc1
**E**: -3245.07910 a.u.
**Energy relative to the best compared isomer or geometry (same formula, charge and spin)**: 0.0 kcal per mole

Geometry as ORCA input:
```
! wB97M-V def2-TZVPD RIJCOSX def2/J DEFGRID3
* xyz 0 1
C 1.30 -2.54 3.57
C 1.24 -1.26 4.41
C 1.17 0.00 3.53
C -0.24 0.62 3.40
N -0.64 0.62 1.98
C -1.99 1.08 1.71
O -1.88 1.60 0.36
C -1.66 0.48 -0.40
O -1.00 0.51 -1.38
C -2.39 -0.67 0.25
C -3.05 -0.05 1.50
C -4.36 0.61 1.01
C -5.60 -0.28 1.02
O -5.32 -1.60 0.62
C -6.16 -2.58 1.19
C -5.43 -3.93 1.21
C -3.18 -1.03 2.67
C -4.15 -0.63 3.77
C -4.89 -1.65 4.38
C -5.85 -1.35 5.35
C -6.09 -0.03 5.73
C -7.15 0.26 6.76
C -5.33 0.99 5.15
C -4.38 0.68 4.18
H 0.32 -2.79 3.17
H 1.67 -3.38 4.15
H 1.97 -2.42 2.72
H 2.18 -1.22 4.96
H 0.40 -1.32 5.08
H 1.47 -0.29 2.53
H 1.88 0.76 3.84
H -0.95 0.07 4.01
H -0.20 1.64 3.80
H -0.05 1.31 1.54
H -2.32 1.93 2.31
H -1.79 -1.56 0.40
H -3.16 -0.93 -0.47
H -4.58 1.46 1.65
H -4.24 1.01 0.01
H -6.33 0.18 0.34
H -6.06 -0.25 2.01
H -7.09 -2.69 0.62
H -6.45 -2.32 2.20
H -5.26 -4.27 2.23
H -4.46 -3.84 0.73
H -6.04 -4.69 0.73
H -2.21 -1.30 3.08
H -3.59 -1.94 2.25
H -4.73 -2.67 4.08
H -6.42 -2.16 5.78
H -8.11 -0.14 6.43
H -6.93 -0.18 7.73
H -7.29 1.34 6.85
H -5.49 2.02 5.43
H -3.82 1.48 3.72
O 5.48 1.70 -2.06
N 5.23 1.96 -3.23
O 6.07 2.29 -4.05
C 3.83 1.86 -3.67
C 2.86 1.52 -2.75
C 1.54 1.45 -3.16
C 1.21 1.72 -4.48
C 2.20 2.05 -5.40
C 3.53 2.12 -5.00
H 3.13 1.32 -1.72
H 0.77 1.19 -2.45
H 0.18 1.67 -4.80
H 1.94 2.26 -6.43
H 4.30 2.38 -5.70
O -0.42 6.20 -5.88
N 0.64 5.69 -5.57
O 1.28 4.93 -6.27
C 1.18 5.99 -4.23
C 0.47 6.81 -3.38
C 0.98 7.07 -2.12
C 2.19 6.50 -1.73
C 2.89 5.68 -2.60
C 2.39 5.42 -3.87
H -0.47 7.25 -3.70
H 0.44 7.71 -1.44
H 2.58 6.70 -0.74
H 3.83 5.24 -2.30
H 2.93 4.78 -4.55
O -1.85 -1.40 5.62
N -2.23 -1.96 6.63
O -3.16 -2.73 6.68
C -1.51 -1.67 7.88
C -0.47 -0.76 7.86
C 0.19 -0.48 9.04
C -0.19 -1.11 10.22
C -1.24 -2.02 10.22
C -1.90 -2.31 9.04
H -0.18 -0.27 6.94
H 1.01 0.23 9.05
H 0.32 -0.88 11.15
H -1.53 -2.51 11.14
H -2.72 -3.02 9.03
O 3.00 -5.42 -3.75
N 2.90 -4.25 -3.43
O 1.86 -3.71 -3.12
C 4.12 -3.43 -3.42
C 5.32 -4.02 -3.81
C 6.47 -3.24 -3.82
C 6.41 -1.90 -3.45
C 5.20 -1.34 -3.06
C 4.05 -2.11 -3.04
H 5.35 -5.06 -4.10
H 7.41 -3.68 -4.12
H 7.30 -1.30 -3.46
H 5.16 -0.31 -2.76
H 3.11 -1.67 -2.75
O 5.77 -0.05 -6.37
N 4.71 -0.56 -6.67
O 3.88 -0.94 -5.87
C 4.41 -0.74 -8.10
C 5.35 -0.34 -9.03
C 5.07 -0.52 -10.38
C 3.86 -1.08 -10.77
C 2.92 -1.46 -9.81
C 3.20 -1.29 -8.47
H 6.29 0.09 -8.72
H 5.80 -0.23 -11.12
H 3.65 -1.22 -11.82
H 1.98 -1.89 -10.12
H 2.48 -1.58 -7.72
*
```

---

(2)
This record from the Open Molecules 2025 dataset describes a structure of composition C7H20B2BeCl16 in a non-equilibrium geometry. The level of theory is wB97M-V/def2-TZVPD.

**E_HOMO**: -8.1 eV
**Maximum force**: 12.13 eV/A
**E**: -7704.43225 a.u.

Geometry as ORCA input:
```
! wB97M-V def2-TZVPD RIJCOSX def2/J DEFGRID3
* xyz 0 1
Be -10.71 -8.54 -3.34
B -10.54 -7.68 -4.93
H -9.87 -8.52 -4.96
H -10.42 -7.09 -5.83
H -11.56 -8.01 -4.83
H -10.24 -7.11 -4.06
B -12.54 -8.40 -2.77
H -11.69 -7.77 -2.55
H -12.78 -8.28 -3.81
H -12.26 -9.43 -2.59
H -13.36 -8.08 -2.15
C -8.55 -7.40 -6.48
Cl -8.19 -7.21 -8.20
Cl -8.11 -5.85 -5.66
Cl -7.58 -8.77 -5.88
H -9.60 -7.63 -6.26
C -13.42 -7.15 -5.52
Cl -13.80 -8.81 -6.14
Cl -14.86 -6.25 -5.04
Cl -12.43 -6.38 -6.79
H -12.82 -7.40 -4.65
C -8.97 -10.44 -5.33
Cl -10.46 -11.32 -5.74
Cl -9.18 -9.81 -3.65
H -8.15 -11.15 -5.41
H -8.86 -9.62 -6.04
C -10.84 -8.65 -7.09
Cl -10.11 -8.19 -8.65
Cl -12.10 -9.93 -7.22
H -10.13 -9.01 -6.35
H -11.30 -7.75 -6.68
C -12.85 -10.51 -4.95
Cl -11.29 -9.65 -4.59
Cl -13.06 -11.92 -3.92
H -13.74 -9.90 -4.76
H -12.88 -10.73 -6.02
C -8.84 -6.33 -2.86
Cl -10.57 -6.30 -2.48
Cl -8.46 -7.97 -3.48
H -8.58 -5.60 -3.63
H -8.28 -6.12 -1.95
C -10.83 -5.05 -4.65
Cl -11.96 -4.23 -5.83
Cl -9.22 -4.22 -4.71
H -11.22 -4.99 -3.63
H -10.73 -6.04 -5.11
*
```

---

(3)
This record from the Open Molecules 2025 dataset describes a cluster of 12 separate species, C42H71NO28 in total in a non-equilibrium geometry. The level of theory is wB97M-V/def2-TZVPD.

**E_HOMO**: -10.0 eV
**Maximum force**: 1.76 eV/A
**SMILES string**: CCOC(C)=O.CCOC(C)=O.CCOC(C)=O.CCOC(C)=O.CCOC(C)=O.O=C1OCCO1.O=C1OCCO1.O=C1OCCO1.O=C1OCCO1.O=C1OCCO1.O=C1OCCO1.CCCC#N
**E**: -3804.56406 a.u.
**Energy relative to the best compared isomer or geometry (same formula, charge and spin)**: 20.9 kcal per mole

Geometry as ORCA input:
```
! wB97M-V def2-TZVPD RIJCOSX def2/J DEFGRID3
* xyz 0 1
C 24.09 -18.08 -6.10
C 23.38 -16.73 -6.02
O 24.16 -15.92 -6.89
C 23.63 -14.84 -7.46
C 24.66 -14.15 -8.31
O 22.49 -14.46 -7.31
H 24.83 -18.22 -5.31
H 24.57 -18.25 -7.06
H 23.40 -18.92 -5.94
H 22.34 -16.84 -6.35
H 23.35 -16.40 -4.98
H 24.74 -14.64 -9.29
H 25.56 -14.25 -7.71
H 24.38 -13.13 -8.57
C 16.20 -16.61 -2.15
C 15.81 -17.14 -0.79
O 16.84 -17.80 -0.06
C 17.32 -18.97 -0.51
C 18.33 -19.58 0.44
O 16.98 -19.51 -1.53
H 15.33 -16.03 -2.49
H 16.42 -17.38 -2.88
H 16.96 -15.82 -2.16
H 15.41 -16.32 -0.20
H 15.00 -17.88 -0.91
H 18.98 -20.24 -0.13
H 17.78 -20.11 1.22
H 18.99 -18.85 0.91
C 16.91 -10.80 -7.10
C 15.56 -10.55 -7.77
O 15.11 -9.24 -7.46
C 13.83 -9.00 -7.25
C 13.54 -7.54 -7.00
O 12.95 -9.83 -7.27
H 17.23 -11.83 -7.25
H 16.83 -10.53 -6.05
H 17.66 -10.14 -7.55
H 15.64 -10.64 -8.86
H 14.87 -11.33 -7.43
H 13.84 -7.36 -5.96
H 12.51 -7.30 -7.21
H 14.13 -6.89 -7.64
C 27.22 -11.54 -4.89
C 26.51 -12.70 -5.60
O 25.12 -12.76 -5.27
C 24.72 -13.50 -4.23
C 23.23 -13.55 -4.08
O 25.45 -14.18 -3.55
H 26.80 -10.60 -5.23
H 28.26 -11.53 -5.23
H 27.25 -11.60 -3.81
H 26.58 -12.60 -6.68
H 27.06 -13.61 -5.38
H 22.70 -14.16 -4.81
H 22.75 -12.57 -4.20
H 23.03 -13.92 -3.08
C 24.17 -9.26 -7.91
C 24.18 -9.19 -6.39
O 22.95 -8.74 -5.85
C 21.87 -9.54 -5.94
C 20.63 -8.78 -5.52
O 21.89 -10.65 -6.37
H 23.74 -10.23 -8.17
H 25.19 -9.32 -8.29
H 23.69 -8.41 -8.39
H 24.45 -10.19 -6.05
H 24.98 -8.53 -6.04
H 19.94 -9.56 -5.19
H 20.23 -8.22 -6.36
H 20.86 -8.13 -4.68
O 16.38 -9.38 -11.06
C 17.32 -10.09 -11.17
O 18.27 -10.00 -12.17
C 19.13 -11.12 -12.08
C 18.92 -11.63 -10.66
O 17.69 -11.02 -10.30
H 18.84 -11.85 -12.84
H 20.17 -10.87 -12.28
H 19.68 -11.28 -9.95
H 18.91 -12.71 -10.52
O 24.05 -17.52 -9.83
C 22.98 -16.98 -9.79
O 21.92 -17.49 -9.16
C 20.79 -16.62 -9.25
C 21.25 -15.59 -10.32
O 22.65 -15.80 -10.38
H 19.90 -17.21 -9.42
H 20.72 -16.10 -8.29
H 21.01 -14.59 -9.98
H 20.79 -15.81 -11.29
O 20.82 -11.08 -2.90
C 19.78 -11.07 -2.33
O 18.92 -12.10 -2.27
C 17.75 -11.74 -1.54
C 18.03 -10.29 -1.10
O 19.32 -10.01 -1.63
H 16.92 -11.77 -2.25
H 17.46 -12.41 -0.73
H 18.00 -10.11 -0.03
H 17.30 -9.64 -1.57
O 18.13 -17.83 -6.81
C 18.78 -17.92 -5.80
O 20.12 -17.87 -5.76
C 20.59 -18.03 -4.39
C 19.27 -17.96 -3.61
O 18.27 -18.13 -4.60
H 21.12 -18.98 -4.32
H 21.19 -17.16 -4.15
H 19.23 -16.95 -3.19
H 19.15 -18.71 -2.83
O 12.58 -14.77 -8.99
C 13.75 -14.68 -8.95
O 14.51 -14.76 -7.83
C 15.89 -14.88 -8.18
C 15.95 -14.57 -9.67
O 14.58 -14.50 -10.01
H 16.42 -14.14 -7.58
H 16.19 -15.90 -7.93
H 16.44 -15.29 -10.32
H 16.40 -13.58 -9.81
O 21.16 -15.69 -2.30
C 20.60 -15.27 -1.32
O 21.03 -14.31 -0.50
C 20.08 -14.13 0.57
C 18.96 -15.16 0.24
O 19.37 -15.67 -1.02
H 20.53 -14.42 1.51
H 19.66 -13.13 0.52
H 17.97 -14.72 0.14
H 18.92 -15.94 0.99
C 17.90 -14.25 -4.95
C 19.41 -14.11 -4.79
C 20.09 -13.19 -5.82
C 19.69 -13.49 -7.19
N 19.33 -13.76 -8.24
H 17.67 -14.85 -5.83
H 17.43 -13.27 -5.05
H 17.49 -14.71 -4.05
H 19.95 -15.07 -4.82
H 19.66 -13.73 -3.81
H 21.17 -13.22 -5.69
H 19.82 -12.14 -5.69
*
```

---

The lowest E_HOMO belongs to which entry? C42H71NO28

---

What is the maximum force in the first record? 1.32 eV/A

---

Which value of E_HOMO does entry 1 give? -8.7 eV